Density functional theory data (ωB97M-V/def2-TZVPD) for a cluster of 2 separate species, C4H8NO in total in a non-equilibrium geometry.

```
14
C4H8NO ωB97M-V/def2-TZVPD
C -0.9522 -0.9278 -1.6380
C -1.6946 -1.9197 -1.7344
C 1.3580 0.5547 0.8151
C 0.2894 0.7594 1.7179
N -0.2092 -0.0199 -1.2663
O 1.9547 1.4338 0.2266
H -2.6855 -2.0035 -1.4624
H -1.3228 -2.8082 -2.0968
H -0.3806 -0.1289 1.8765
H -0.5356 1.4371 1.5184
H 0.8018 0.9864 2.8065
H 1.8306 -0.3942 0.7191
H -0.1001 0.6403 -1.9653
H 1.6461 2.3907 0.4830
```

The value obtained for the molecular weight is 86.1 g/mol. As for the total charge: +1. The value obtained for the HOMO energy is -13.40 eV. The relative energy (zero: lowest compared OMol25 entry of this formula, charge and spin) comes out at 304.87 kJ/mol.



Density functional theory data (ωB97M-V/def2-TZVPD) for a structure of composition C32H39Cl2NO8PS2Ti in a non-equilibrium geometry.

```
86
C32H39Cl2NO8PS2Ti ωB97M-V/def2-TZVPD
Ti 0.4553 -0.5057 0.5664
C 4.2922 -5.0257 2.4334
C 3.7722 -3.9434 1.4816
C 4.9258 -3.0597 1.0047
C 2.6766 -3.1339 2.1387
C 2.9038 -2.4410 3.3308
C 1.8671 -1.7835 3.9766
C 0.5810 -1.7879 3.4599
C -0.5582 -1.1428 4.1935
C 0.3493 -2.4199 2.2210
C 1.3989 -3.1173 1.5969
H 4.8083 -4.5782 3.2797
H 4.9931 -5.6758 1.9117
H 3.4691 -5.6271 2.8142
H 3.3436 -4.4358 0.6015
H 5.3433 -2.4893 1.8310
H 4.5732 -2.3608 0.2499
H 5.7154 -3.6767 0.5770
H 3.8884 -2.4261 3.7755
H 2.0610 -1.2791 4.9147
H -0.8076 -0.1983 3.7031
H -0.3022 -0.9423 5.2331
H -1.4367 -1.7888 4.1626
H -0.6750 -2.5658 1.8699
H 1.1973 -3.6727 0.6842
Cl 5.9902 0.3118 -3.6743
C 4.5823 -0.1957 -2.8087
C 3.5715 -0.8230 -3.5273
C 2.4335 -1.2025 -2.8293
Cl 1.1463 -1.9992 -3.6524
C 2.2568 -0.9645 -1.4658
O 1.1539 -1.3205 -0.8584
C 3.3290 -0.3295 -0.7435
C 3.1771 -0.0923 0.6338
O 2.0810 -0.3021 1.2991
C 4.4966 0.0375 -1.4574
H 3.6402 -0.9824 -4.5894
H 4.0131 0.3323 1.1957
H 5.2925 0.5474 -0.9386
C -1.2215 0.4135 -2.6566
C -2.5658 0.7757 -2.0258
C -3.5837 -0.3246 -2.3208
C -3.0610 2.1240 -2.5560
O -2.4013 0.9409 -0.6058
P -2.0426 -0.2436 0.3955
O -1.1355 0.2855 1.4921
O -1.3272 -1.3993 -0.2566
O -3.4095 -0.8590 0.9394
C -4.4272 -0.2388 1.7314
C -5.7537 -0.7338 1.1479
C -4.2846 -0.7514 3.1668
C -4.3298 1.2801 1.6984
H -1.2837 0.4628 -3.7423
H -0.9361 -0.5959 -2.3646
H -0.4527 1.1083 -2.3196
H -3.6702 -0.4549 -3.3976
H -4.5583 -0.0642 -1.9137
H -3.2513 -1.2596 -1.8753
H -3.0865 2.1083 -3.6441
H -2.4043 2.9225 -2.2249
H -4.0531 2.3574 -2.1765
H -5.7831 -1.8202 1.1920
H -5.8360 -0.4302 0.1084
H -6.5935 -0.3290 1.7067
H -4.2805 -1.8390 3.1695
H -5.1165 -0.4015 3.7739
H -3.3552 -0.3932 3.5973
H -4.5424 1.6606 0.7035
H -3.3198 1.5874 1.9612
H -5.0342 1.7153 2.4046
O -2.9086 4.7586 -0.8155
S -1.5117 4.9142 -0.4717
O -1.2148 6.1122 0.2790
N -0.8966 3.5870 0.2780
C 0.0376 3.0529 -0.4719
S 1.1008 1.8086 0.0292
C 0.3013 3.6699 -1.7542
C 1.2357 3.2861 -2.7194
C 1.3768 4.0742 -3.8413
C 0.6096 5.2284 -4.0111
C -0.3312 5.6061 -3.0545
C -0.4759 4.8146 -1.9451
H 1.8305 2.3962 -2.5620
H 2.1078 3.8017 -4.5909
H 0.7589 5.8381 -4.8889
H -0.9188 6.5071 -3.1629
```

The value obtained for the molecular weight is 779.5 g/mol. As for the spin multiplicity: 3. As for the total charge: -1. The value obtained for the HOMO energy (alpha / beta) is -3.16 / -5.41 eV. The relative energy (zero: lowest compared OMol25 entry of this formula, charge and spin) comes out at 170.73 kJ/mol.



Density functional theory data (ωB97M-V/def2-TZVPD) for the ion C4H10NOS with charge +1 in a non-equilibrium geometry.

```
17
C4H10NOS ωB97M-V/def2-TZVPD
C 0.0765 -0.6314 -2.2563
C -0.2541 -0.4519 -0.8442
C -0.1746 -1.6534 0.0652
S 0.9652 0.7570 0.0095
N -0.2402 1.3270 1.5186
C 0.2023 2.3901 2.3483
O -1.3313 0.8752 1.6171
H 0.0825 -1.6604 -2.5555
H -0.6139 -0.1780 -2.8572
H 0.9705 -0.2922 -2.7135
H -1.2105 0.0393 -0.7400
H 0.8249 -2.0237 0.0350
H -0.9846 -2.3726 -0.2371
H -0.4465 -1.4006 1.0681
H -0.7695 2.8052 2.7769
H 0.7955 2.9403 1.6145
H 0.8674 2.1535 3.1109
```

The value obtained for the molecular weight is 120.2 g/mol. Its structure (SMILES) is CC(C)S[N+](C)=O. As for the total charge: +1. The value obtained for the HOMO energy (alpha / beta) is -14.71 / -14.71 eV. The relative energy (zero: lowest compared OMol25 entry of this formula, charge and spin) comes out at 504.46 kJ/mol.



Density functional theory data (ωB97M-V/def2-TZVPD) for a structure of composition C23H43O3Pt.

```
70
C23H43O3Pt ωB97M-V/def2-TZVPD
Pt 0.3766 -0.3739 -0.0734
C 1.5439 -1.3095 1.4371
C 0.6375 -2.3347 0.9829
C 0.9326 -2.5102 -0.4623
C 2.0070 -1.5953 -0.7561
C 2.5653 -1.0448 0.4514
C 3.8642 -0.3903 0.6271
C 4.5125 0.0584 -0.6824
C 4.6371 -1.6712 1.1592
C 3.8907 0.6931 1.7002
C 0.3831 -3.4300 -1.5384
C 0.5801 -4.8864 -1.0578
C -1.0911 -3.1351 -1.8733
C 1.1892 -3.2655 -2.8357
C -0.2718 -3.0027 1.9849
C 0.6042 -4.1930 2.4835
C -1.6234 -3.5063 1.4780
C -0.5365 -2.0773 3.1857
H 1.5591 -0.9393 2.4497
H 2.4607 -1.4874 -1.7284
H 4.6487 -0.7685 -1.3805
H 5.5025 0.4604 -0.4718
H 3.9406 0.8443 -1.1731
H 4.5879 -2.5160 0.4711
H 4.2921 -1.9720 2.1481
H 5.6816 -1.3622 1.2308
H 3.4017 1.6001 1.3455
H 4.9235 0.9496 1.9328
H 3.4270 0.3766 2.6358
H -0.0878 -5.1660 -0.2501
H 1.6111 -5.0772 -0.7528
H 0.3651 -5.5438 -1.8999
H -1.7405 -3.1232 -1.0062
H -1.4497 -3.9142 -2.5458
H -1.1767 -2.1808 -2.3940
H 2.2464 -3.5052 -2.7024
H 1.0915 -2.2649 -3.2652
H 0.7941 -3.9607 -3.5741
H 0.8112 -4.9211 1.7031
H 0.0426 -4.6932 3.2736
H 1.5474 -3.8510 2.9142
H -1.5487 -4.2672 0.7095
H -2.2433 -2.6829 1.1177
H -2.1492 -3.9587 2.3177
H 0.3587 -1.8679 3.7723
H -1.2274 -2.5832 3.8572
H -1.0082 -1.1411 2.8775
C -0.1937 0.6200 -3.0485
O -0.7649 0.2089 -1.7732
C -1.9988 0.9037 -1.4559
C -2.4825 0.3304 -0.1578
O -1.4054 0.4200 0.8205
C -1.3055 1.7121 1.5108
C 0.1299 2.1830 1.4643
O 0.6167 1.8986 0.1416
C 1.5638 2.8544 -0.4174
H -0.9052 0.3814 -3.8365
H 0.0113 1.6899 -3.0327
H 0.7238 0.0589 -3.1940
H -1.7911 1.9733 -1.3864
H -2.7190 0.7242 -2.2553
H -3.3579 0.8602 0.2150
H -2.7197 -0.7289 -0.2447
H -1.9608 2.4145 0.9991
H -1.6478 1.5718 2.5349
H 0.1542 3.2551 1.6638
H 0.7576 1.6845 2.2067
H 1.9604 3.4896 0.3719
H 2.3746 2.3107 -0.8850
H 1.0452 3.4644 -1.1538
```

The value obtained for the molecular weight is 562.7 g/mol. As for the total charge: +3. The value obtained for the HOMO energy is -20.09 eV. The relative energy (zero: lowest compared OMol25 entry of this formula, charge and spin) comes out at 0.00 kJ/mol.



Density functional theory data (ωB97M-V/def2-TZVPD) for a structure of composition C4H8O in a non-equilibrium geometry.

```
13
C4H8O ωB97M-V/def2-TZVPD
C 1.2029 0.2639 0.5517
C -0.0668 0.7017 -0.2813
C -1.1008 -0.4299 -0.1311
C -2.4461 -0.1277 0.0236
H 2.2515 -0.0643 -1.0320
H 0.8503 -0.2354 1.4538
H 1.7264 1.2087 1.0655
H -0.3647 1.7643 0.0838
H 0.4115 0.9840 -1.2946
H -0.6713 -1.6699 0.2976
H -2.8345 1.0554 -0.0683
H -3.0749 -1.0067 0.3531
O 2.0213 -0.5606 -0.2295
```

The value obtained for the molecular weight is 72.1 g/mol. The value obtained for the HOMO energy is -9.52 eV. The relative energy (zero: lowest compared OMol25 entry of this formula, charge and spin) comes out at 312.17 kJ/mol.